P.
Entry from the OMol25 dataset: one molecule with the formula C8H18N2O (ωB97M-V with the def2-TZVPD basis set).

Results
HOMO level (alpha / beta): -9.468 / -9.467 eV
M: 158.25 g mol⁻¹
SMILES: CC(C)(C)/N=[N+](\[O-])C(C)(C)C
frontier orbital gap (alpha / beta): 10.2 / 10.2 eV

ORCA input file:
```
! wB97M-V def2-TZVPD RIJCOSX def2/J DEFGRID3
* xyz 0 1
C 2.79 0.74 0.91
C 2.43 -0.08 -1.39
C 1.75 -1.51 0.61
C -2.55 0.23 1.51
C -2.46 -1.12 -0.70
C -2.15 1.38 -0.73
C 1.84 -0.12 0.05
C -1.88 0.08 0.09
N 0.51 0.51 0.03
N -0.47 -0.30 0.27
O 0.66 1.71 -0.47
H 2.68 1.79 0.58
H 2.85 0.60 1.96
H 3.83 0.46 0.63
H 1.81 -0.64 -2.03
H 2.49 0.86 -1.73
H 3.44 -0.53 -1.55
H 1.06 -2.16 0.06
H 2.66 -2.14 0.57
H 1.44 -1.45 1.67
H -3.42 0.84 1.35
H -2.75 -0.66 2.00
H -1.90 0.80 2.19
H -1.71 -1.96 -0.53
H -3.57 -1.21 -0.42
H -2.36 -1.01 -1.88
H -1.82 2.26 -0.27
H -1.97 1.34 -1.83
H -3.22 1.29 -0.94
*
```

From a Löwdin analysis of the wavefunction, the atomic charges in e read: -0.03, -0.02, -0.07, -0.02, -0.06, -0.07, -0.52, -0.56, -0.18, 0.14, -0.05, 0.09, 0.07, 0.09, 0.07, 0.03, 0.11, 0.07, 0.10, 0.09, 0.07, 0.05, 0.09, 0.09, 0.10, 0.11, 0.05, 0.09, 0.08

---

Q.
Entry from the OMol25 dataset: one molecule with the formula C8H18N2O (ωB97M-V with the def2-TZVPD basis set).

Results
HOMO level: -9.570 eV
M: 158.25 g mol⁻¹
SMILES: CCCCn1on1CCCC
frontier orbital gap: 10.6 eV

ORCA input file:
```
! wB97M-V def2-TZVPD RIJCOSX def2/J DEFGRID3
* xyz 0 1
C 3.77 -1.28 -0.87
C -3.76 -1.65 -0.49
C 2.60 -0.47 -0.40
C -3.85 -0.11 -0.23
C 3.10 0.77 0.36
C -2.47 0.52 -0.31
C 1.96 1.82 0.70
C -1.44 0.12 0.68
N 0.92 1.04 1.33
N -0.46 1.14 0.54
O -0.18 1.89 1.71
H 4.59 -0.49 -0.88
H 3.76 -2.10 -0.12
H 3.49 -1.62 -1.93
H -2.82 -1.80 -0.99
H -3.66 -2.21 0.47
H -4.57 -2.06 -0.96
H 2.00 -1.11 0.24
H 2.00 -0.24 -1.27
H -4.36 0.04 0.78
H -4.55 0.31 -0.97
H 3.65 0.40 1.19
H 3.68 1.36 -0.32
H -2.01 0.40 -1.31
H -2.62 1.54 -0.14
H 1.64 2.13 -0.22
H 2.20 2.62 1.33
H -0.96 -0.89 0.40
H -1.66 -0.07 1.69
*
```

From a Löwdin analysis of the wavefunction, the atomic charges in e read: -0.12, -0.10, -0.32, -0.23, -0.17, -0.24, -0.17, -0.23, -0.01, -0.04, -0.08, 0.09, 0.08, 0.10, 0.05, 0.08, 0.03, 0.09, 0.10, 0.13, 0.10, 0.10, 0.10, 0.13, 0.09, 0.08, 0.10, 0.15, 0.11

---

P is preferred energetically. Next in line: 2.298 eV higher.

---

P.
Entry from the OMol25 dataset: a 6-piece molecular cluster, H14NO5 overall (ωB97M-V with the def2-TZVPD basis set).

Results
HOMO level: -14.295 eV
M: 108.11 g mol⁻¹
frontier orbital gap: 11.2 eV

ORCA input file:
```
! wB97M-V def2-TZVPD RIJCOSX def2/J DEFGRID3
* xyz 1 1
N 0.21 2.25 -0.92
H 0.18 3.11 -1.46
H 1.19 2.07 -0.67
H -0.36 2.27 -0.06
H -0.24 1.52 -1.55
H -2.14 -4.76 1.72
H -1.61 -3.67 2.65
O -1.39 -4.17 1.85
H -0.72 -0.48 -2.81
H -1.42 -0.02 -1.58
O -1.00 0.34 -2.38
H -0.40 2.44 2.06
H -0.88 1.06 2.59
O -0.82 1.61 1.80
H -0.71 -1.68 0.31
H -0.24 -2.79 -0.50
O -0.51 -1.87 -0.62
H 3.81 1.00 0.43
H 4.24 2.31 -0.22
O 3.46 1.80 0.01
*
```

From a Löwdin analysis of the wavefunction, the atomic charges in e read: 0.29, 0.15, 0.11, 0.10, 0.08, 0.04, 0.04, -0.06, 0.08, 0.05, -0.04, 0.06, 0.06, -0.06, 0.04, 0.06, -0.06, 0.05, 0.05, -0.06

---

Q.
Entry from the OMol25 dataset: a 6-piece molecular cluster, H14NO5 overall (ωB97M-V with the def2-TZVPD basis set).

Results
HOMO level: -13.747 eV
M: 108.11 g mol⁻¹
frontier orbital gap: 10.5 eV

ORCA input file:
```
! wB97M-V def2-TZVPD RIJCOSX def2/J DEFGRID3
* xyz 1 1
N -0.11 1.14 -0.16
H -0.57 1.90 0.34
H 0.85 1.33 -0.44
H 0.01 0.43 0.57
H -0.75 1.09 -0.96
H 1.83 0.44 2.28
H 2.63 1.20 1.32
O 1.97 0.50 1.34
H -0.47 -2.05 2.47
H -0.01 -2.47 1.09
O -0.05 -1.68 1.67
H 2.07 -1.84 1.32
H 3.18 -2.29 2.17
O 2.80 -2.47 1.32
H -2.38 -0.42 -4.17
H -0.88 -0.25 -4.01
O -1.70 -0.22 -3.52
H -3.26 1.29 -0.62
H -2.70 2.60 -1.19
O -2.46 1.76 -0.82
*
```

From a Löwdin analysis of the wavefunction, the atomic charges in e read: 0.27, 0.14, 0.13, 0.10, 0.11, 0.07, 0.08, -0.05, 0.08, 0.08, -0.07, -0.03, 0.03, -0.05, 0.04, 0.04, -0.06, 0.07, 0.07, -0.03

---

R.
Entry from the OMol25 dataset: a 6-piece molecular cluster, H14NO5 overall (ωB97M-V with the def2-TZVPD basis set).

Results
HOMO level: -15.002 eV
M: 108.11 g mol⁻¹
frontier orbital gap: 12.3 eV

ORCA input file:
```
! wB97M-V def2-TZVPD RIJCOSX def2/J DEFGRID3
* xyz 1 1
N 0.65 0.63 -0.39
H 0.94 0.63 0.59
H 0.00 -0.17 -0.34
H 1.48 0.40 -0.99
H 0.05 1.43 -0.61
H -3.24 -0.65 0.47
H -3.01 -1.81 -0.54
O -2.61 -1.02 -0.15
H 1.14 -0.30 3.40
H 2.04 0.86 2.94
O 1.57 0.10 2.63
H -1.15 -1.95 0.38
H 0.10 -2.47 0.92
O -0.21 -2.09 0.09
H -2.81 2.18 -0.59
H -2.20 3.47 -0.22
O -1.94 2.58 -0.48
H 3.64 -0.32 -1.76
H 2.46 -0.84 -2.53
O 2.70 -0.16 -1.88
*
```

From a Löwdin analysis of the wavefunction, the atomic charges in e read: 0.28, 0.10, 0.09, 0.08, 0.11, 0.06, 0.07, -0.04, 0.06, 0.04, -0.05, 0.02, 0.06, -0.08, 0.04, 0.05, -0.05, 0.08, 0.09, -0.02

---

R is preferred energetically. Next in line: 0.396 eV higher.

---

P.
Entry from the OMol25 dataset: one molecule with the formula C3H6S3 (ωB97M-V with the def2-TZVPD basis set).

Results
HOMO level: -8.520 eV
M: 138.28 g mol⁻¹
SMILES: C1SCSCS1
frontier orbital gap: 9.3 eV

ORCA input file:
```
! wB97M-V def2-TZVPD RIJCOSX def2/J DEFGRID3
* xyz 0 1
C 1.52 0.64 -0.08
C -1.38 0.84 -0.12
C -0.13 -1.50 0.06
H 2.30 1.18 -0.57
H 1.70 0.64 1.05
H -1.36 0.83 1.00
H -2.30 1.44 -0.29
H -0.16 -2.64 0.09
H -0.07 -1.26 1.08
S 0.07 1.67 -0.69
S -1.59 -0.82 -0.75
S 1.40 -1.02 -0.77
*
```

From a Löwdin analysis of the wavefunction, the atomic charges in e read: -0.76, -0.89, -0.84, 0.00, 0.07, 0.05, 0.05, 0.07, 0.01, 0.74, 0.75, 0.74

---

Q.
Entry from the OMol25 dataset: C3H6S3 as an isolated structure (ωB97M-V with the def2-TZVPD basis set).

Results
HOMO level: -8.699 eV
M: 138.28 g mol⁻¹
frontier orbital gap: 8.8 eV

ORCA input file:
```
! wB97M-V def2-TZVPD RIJCOSX def2/J DEFGRID3
* xyz 0 1
C -2.80 0.14 -0.01
C 0.01 0.04 0.02
C 2.78 0.16 -0.02
H -2.55 0.85 0.82
H -2.78 0.73 -0.97
H -3.73 -0.44 0.22
H 2.57 1.02 -0.64
H 2.98 0.51 0.94
H 3.68 -0.43 -0.42
S -1.42 -0.95 -0.02
S 0.02 1.67 0.01
S 1.40 -1.00 0.02
*
```

From a Löwdin analysis of the wavefunction, the atomic charges in e read: -0.46, -1.52, -0.42, 0.02, 0.06, 0.06, 0.00, 0.01, 0.07, 0.76, 0.63, 0.78

---

Q is preferred energetically. Next in line: 0.150 eV higher.

---

P.
Entry from the OMol25 dataset: one molecule with the formula C19H23N3O4S2 (ωB97M-V with the def2-TZVPD basis set).

Results
HOMO level: -7.697 eV
M: 421.54 g mol⁻¹
SMILES: COc1ccc(NC(=S)N2CCN(S(=O)(=O)c3ccccc3)CC2)cc1OC
frontier orbital gap: 8.0 eV

ORCA input file:
```
! wB97M-V def2-TZVPD RIJCOSX def2/J DEFGRID3
* xyz 0 1
C 6.27 0.59 -0.55
H 5.90 1.33 -1.26
O 5.44 -0.55 -0.51
C 4.14 -0.48 -0.11
C 3.48 -1.71 -0.08
C 2.16 -1.84 0.29
C 1.44 -0.71 0.64
C 2.08 0.53 0.64
C 3.41 0.67 0.26
O 4.05 1.88 0.24
C 3.33 3.04 0.60
H 2.99 2.99 1.64
H 2.48 3.21 -0.06
H 4.04 3.86 0.49
H 1.52 1.40 0.93
N 0.11 -0.73 1.06
C -0.90 -1.58 0.71
N -2.08 -1.39 1.35
C -3.32 -1.88 0.79
H -3.66 -2.77 1.35
C -4.39 -0.77 0.86
N -3.81 0.54 0.93
S -3.56 1.39 -0.49
O -3.02 2.66 -0.09
O -4.79 1.33 -1.21
C -2.31 0.54 -1.46
C -2.69 -0.46 -2.33
C -1.72 -1.09 -3.10
C -0.40 -0.70 -2.99
C -0.03 0.31 -2.13
C -0.99 0.94 -1.35
H -0.75 1.76 -0.69
H 1.01 0.61 -2.05
H 0.36 -1.20 -3.58
H -2.01 -1.88 -3.78
H -3.73 -0.72 -2.40
C -2.94 0.78 2.06
H -2.21 1.53 1.74
C -2.28 -0.54 2.50
H -2.96 -1.07 3.17
H -1.35 -0.37 3.04
H -3.52 1.21 2.89
H -5.03 -0.78 -0.03
H -5.04 -0.91 1.73
H -3.12 -2.19 -0.24
S -0.74 -2.80 -0.39
H -0.18 0.15 1.48
H 1.70 -2.81 0.30
H 4.06 -2.58 -0.36
H 6.36 1.05 0.44
H 7.24 0.22 -0.87
*
```

From a Löwdin analysis of the wavefunction, the atomic charges in e read: -0.08, 0.09, -0.07, -0.20, 0.01, -0.05, -0.26, 0.02, -0.19, -0.11, -0.08, 0.10, 0.10, 0.10, 0.11, 0.07, -0.75, -0.13, -0.16, 0.13, -0.16, -0.24, 0.68, -0.29, -0.27, -0.27, -0.08, -0.09, -0.09, -0.07, -0.07, 0.11, 0.11, 0.11, 0.11, 0.12, -0.16, 0.11, -0.12, 0.13, 0.13, 0.13, 0.12, 0.13, 0.05, 0.76, 0.12, 0.05, 0.12, 0.09, 0.09

---

Q.
Entry from the OMol25 dataset: one molecule with the formula C19H23N3O4S2 (ωB97M-V with the def2-TZVPD basis set).

Results
HOMO level: -8.028 eV
M: 421.54 g mol⁻¹
SMILES: COc1ccc(NS(=O)(=O)c2ccc(NC(=S)NC[C@@H]3CCCO3)cc2)cc1
frontier orbital gap: 8.4 eV

ORCA input file:
```
! wB97M-V def2-TZVPD RIJCOSX def2/J DEFGRID3
* xyz 0 1
C 3.10 -0.32 4.78
H 2.87 0.62 4.26
O 2.32 -1.38 4.30
C 2.47 -1.75 2.99
C 3.31 -1.14 2.08
C 3.39 -1.60 0.77
C 2.61 -2.67 0.36
C 1.76 -3.29 1.27
C 1.69 -2.84 2.57
H 1.04 -3.31 3.29
H 1.15 -4.12 0.96
N 2.70 -3.12 -0.96
S 2.62 -2.02 -2.23
O 2.38 -2.82 -3.40
O 3.77 -1.18 -2.20
C 1.17 -1.07 -1.83
C 1.30 0.14 -1.17
C 0.16 0.82 -0.79
C -1.11 0.29 -1.05
C -1.22 -0.92 -1.72
C -0.08 -1.60 -2.10
H -0.14 -2.54 -2.63
H -2.19 -1.33 -1.94
N -2.20 1.06 -0.66
C -3.49 0.71 -0.47
N -4.35 1.74 -0.22
H -5.29 1.44 -0.01
C -4.10 3.14 -0.41
H -3.52 3.30 -1.32
H -5.07 3.63 -0.52
C -3.36 3.82 0.77
C -3.52 5.35 0.75
H -4.31 5.68 1.41
C -2.14 5.83 1.18
H -1.90 6.83 0.82
C -1.24 4.77 0.57
H -0.28 4.64 1.07
H -1.06 4.98 -0.50
O -1.96 3.55 0.70
H -2.05 5.81 2.27
H -3.74 5.68 -0.26
H -3.73 3.39 1.71
S -4.11 -0.82 -0.47
H -1.94 1.98 -0.29
H 0.24 1.77 -0.28
H 2.28 0.53 -0.99
H 2.15 -3.94 -1.17
H 4.05 -1.13 0.07
H 3.93 -0.30 2.37
H 4.17 -0.53 4.70
H 2.83 -0.21 5.83
*
```

From a Löwdin analysis of the wavefunction, the atomic charges in e read: -0.10, 0.09, -0.09, -0.28, -0.01, -0.03, -0.32, -0.01, 0.00, 0.12, 0.11, -0.06, 0.66, -0.29, -0.28, -0.28, -0.05, 0.01, -0.22, -0.03, -0.04, 0.12, 0.04, 0.08, -0.84, -0.02, 0.11, -0.13, 0.14, 0.13, -0.30, -0.13, 0.12, -0.15, 0.12, -0.19, 0.13, 0.13, -0.15, 0.12, 0.12, 0.16, 0.66, 0.10, 0.11, 0.11, 0.11, 0.10, 0.10, 0.10, 0.09

---

Q is preferred energetically. Next in line: 1.059 eV higher.

---

P.
Entry from the OMol25 dataset: C2H2Br3I as an isolated structure (ωB97M-V with the def2-TZVPD basis set).

Results
HOMO level: -9.678 eV
M: 392.65 g mol⁻¹
frontier orbital gap: 9.5 eV

ORCA input file:
```
! wB97M-V def2-TZVPD RIJCOSX def2/J DEFGRID3
* xyz 0 1
C 0.39 0.58 0.72
C -0.24 -0.53 -0.79
Br -1.07 1.07 1.85
Br 1.47 2.01 0.15
Br -1.81 0.17 -1.44
I -0.27 -2.53 0.05
H 1.03 -0.27 1.20
H 0.49 -0.49 -1.74
*
```

From a Löwdin analysis of the wavefunction, the atomic charges in e read: -1.31, -1.29, 0.59, 0.63, 0.61, 0.73, 0.00, 0.05

---

Q.
Entry from the OMol25 dataset: C2H2Br3I as an isolated structure (ωB97M-V with the def2-TZVPD basis set).

Results
HOMO level: -9.444 eV
M: 392.65 g mol⁻¹
frontier orbital gap: 8.8 eV

ORCA input file:
```
! wB97M-V def2-TZVPD RIJCOSX def2/J DEFGRID3
* xyz 0 1
C 1.10 0.07 0.23
C -0.93 0.03 -0.28
Br 1.86 -1.54 -0.44
Br -1.25 -0.73 -1.95
Br -1.67 -0.99 1.18
I -1.56 2.11 -0.17
H 0.96 0.11 1.43
H 1.49 0.95 -0.01
*
```

From a Löwdin analysis of the wavefunction, the atomic charges in e read: -0.64, -1.79, 0.61, 0.57, 0.54, 0.70, 0.07, -0.06

---

P is preferred energetically. Next in line: 0.615 eV higher.

---

P.
Entry from the OMol25 dataset: one molecule with the formula C8H9NO2S (ωB97M-V with the def2-TZVPD basis set).

Results
HOMO level: -8.795 eV
M: 183.23 g mol⁻¹
SMILES: C#CS/C(=C\C)C(=O)/N=C(\C)O
frontier orbital gap: 9.2 eV

ORCA input file:
```
! wB97M-V def2-TZVPD RIJCOSX def2/J DEFGRID3
* xyz 0 1
C -0.33 1.00 0.78
C 1.01 1.49 0.26
C -1.25 -1.59 0.59
C -1.91 -2.35 -0.08
C -1.46 1.61 0.34
C 2.54 -0.27 -0.06
C -2.82 1.08 0.33
C 2.10 -0.85 -1.36
N 1.98 0.65 0.61
O 1.22 2.46 -0.42
O 3.47 -0.99 0.56
S -0.33 -0.58 1.65
H -2.65 -3.03 -0.34
H 3.46 -0.80 1.48
H -1.45 2.62 -0.24
H -3.71 1.85 0.23
H -2.92 0.61 1.30
H -2.94 0.43 -0.62
H 1.31 -0.38 -1.72
H 1.81 -1.82 -1.15
H 2.89 -1.12 -2.14
*
```

From a Löwdin analysis of the wavefunction, the atomic charges in e read: -0.41, -0.55, -0.52, 0.04, -0.16, -0.42, -0.13, 0.04, 0.14, 0.10, 0.11, 0.96, 0.02, 0.11, 0.16, 0.11, 0.06, 0.12, 0.04, 0.07, 0.13

---

Q.
Entry from the OMol25 dataset: one molecule with the formula C8H9NO2S (ωB97M-V with the def2-TZVPD basis set).

Results
HOMO level (alpha / beta): -7.910 / -8.440 eV
M: 183.23 g mol⁻¹
frontier orbital gap (alpha / beta): 7.2 / 7.1 eV

ORCA input file:
```
! wB97M-V def2-TZVPD RIJCOSX def2/J DEFGRID3
* xyz 0 1
C -2.49 1.81 -0.31
C -1.80 1.18 -1.26
C -2.44 1.28 0.96
C -1.03 0.06 -1.06
C -1.59 0.29 1.34
C -0.75 -0.37 0.31
C 1.01 -1.92 -0.05
C 2.40 -1.31 0.20
N 0.09 -1.21 0.76
O 3.36 1.22 0.93
O 2.64 -0.40 -0.82
S 2.84 1.20 -0.46
H -3.04 2.63 -0.54
H -1.78 1.65 -2.32
H -3.01 1.85 1.64
H -0.52 -0.35 -1.92
H -1.72 -0.03 2.29
H 0.81 -1.86 -1.10
H 0.98 -2.96 0.35
H 2.72 -0.76 1.10
H 3.31 -1.99 -0.03
*
```

From a Löwdin analysis of the wavefunction, the atomic charges in e read: -0.10, -0.12, -0.09, 0.00, 0.03, -0.29, -0.19, -0.26, 0.08, -0.53, -0.48, 0.97, 0.08, 0.14, 0.09, 0.10, 0.08, 0.10, 0.14, 0.10, 0.15

---

P is preferred energetically. Next in line: 0.221 eV higher.